(1)
A structure of composition C43H37CrNO2P2S3. Source: the OMol25 dataset; level of theory: ωB97M-V with the def2-TZVPD basis set.

Each line ends with the Löwdin spin population.
Element x y z (Å)
Cr (1.400205, 0.710259, 0.206443)  3.113
O (-0.359189, 0.434462, -1.050394)  0.012
P (-1.085236, -0.827889, -1.435652)  0.003
C (0.080654, -2.056837, -2.154323)  0.001
P (1.349801, -2.500095, -0.895951)  0.004
O (1.538373, -1.353091, 0.052379)  0.020
C (0.877387, -3.986299, -0.010559)  0.000
C (1.128321, -4.001656, 1.359090)  0.000
C (0.903337, -5.165899, 2.077993)  0.000
C (0.431432, -6.300604, 1.434071)  0.000
C (0.178247, -6.280953, 0.068684)  0.000
C (0.403725, -5.124921, -0.659171)  0.000
C (2.855394, -2.812275, -1.832682)  0.001
C (3.359597, -4.077742, -2.107880)  0.000
C (4.547208, -4.196041, -2.814058)  0.000
C (5.227857, -3.062221, -3.231204)  0.000
C (4.724213, -1.797816, -2.955593)  0.000
C (3.536716, -1.670695, -2.257909)  0.001
C (-1.882862, -1.655288, -0.053566)  0.000
C (-2.610563, -2.823004, -0.284914)  0.000
C (-3.171812, -3.504284, 0.780989)  0.000
C (-3.006405, -3.019711, 2.072218)  0.000
C (-2.297166, -1.849722, 2.300322)  0.000
C (-1.733972, -1.161869, 1.238021)  0.001
C (-2.292699, -0.464907, -2.721417)  0.000
C (-3.646959, -0.757532, -2.603554)  0.000
C (-4.517311, -0.405219, -3.624177)  0.000
C (-4.041541, 0.246287, -4.752671)  0.000
C (-2.691130, 0.554005, -4.863890)  0.000
C (-1.816344, 0.197016, -3.852600)  0.000
H (0.602280, -1.584773, -2.989139)  0.000
H (-0.451217, -2.932970, -2.527648)  0.000
H (1.502676, -3.106106, 1.841295)  0.000
H (1.103989, -5.187344, 3.141190)  0.000
H (0.263061, -7.209780, 1.996691)  0.000
H (-0.188159, -7.169510, -0.428819)  0.000
H (0.226371, -5.111899, -1.729152)  0.000
H (2.839569, -4.963007, -1.762506)  0.000
H (4.951250, -5.175950, -3.031390)  0.000
H (6.164101, -3.162823, -3.764311)  0.000
H (5.261593, -0.912247, -3.267738)  0.000
H (3.150645, -0.689891, -2.014325)  0.001
H (-2.732123, -3.193640, -1.297248)  0.000
H (-3.730406, -4.413064, 0.600313)  0.000
H (-3.436217, -3.565099, 2.902411)  0.000
H (-2.173724, -1.476432, 3.308579)  0.000
H (-1.173761, -0.251942, 1.413682)  0.001
H (-4.025951, -1.248161, -1.715215)  0.000
H (-5.571093, -0.634639, -3.532932)  0.000
H (-4.724413, 0.518624, -5.546512)  0.000
H (-2.323306, 1.073393, -5.738686)  0.000
H (-0.765502, 0.452741, -3.929351)  0.000
S (3.676480, 1.070592, 0.328285)  -0.081
C (3.929150, 1.529998, 2.005758)  0.003
C (5.155289, 2.056892, 2.406444)  0.000
C (5.365934, 2.406569, 3.728910)  0.001
C (4.344965, 2.259875, 4.659931)  0.004
C (3.122413, 1.741161, 4.271295)  -0.003
C (2.916321, 1.349884, 2.950475)  0.003
S (1.407123, 0.560408, 2.505137)  -0.110
H (5.936247, 2.181541, 1.666712)  -0.002
H (6.329266, 2.793619, 4.034072)  0.000
H (4.509330, 2.545190, 5.690827)  0.000
H (2.315424, 1.619205, 4.983613)  -0.002
N (0.753307, 2.593953, 0.301239)  0.005
S (-0.655003, 2.602937, 1.053328)  0.010
C (-1.909097, 3.149237, -0.130839)  0.002
C (-1.773648, 4.349819, -0.810858)  0.000
C (-2.722868, 4.701363, -1.756270)  0.000
C (-3.808328, 3.868734, -1.997885)  0.000
C (-3.950029, 2.684739, -1.290157)  0.000
C (-2.991847, 2.315090, -0.357720)  0.000
C (-0.706941, 4.063366, 2.101338)  0.002
C (-1.852717, 4.238294, 2.864397)  0.000
C (-1.958224, 5.358650, 3.670238)  0.000
C (-0.914423, 6.274025, 3.721924)  0.000
C (0.238678, 6.064876, 2.980723)  0.000
C (0.351407, 4.948572, 2.162526)  0.001
H (0.933036, 3.399076, -0.284707)  0.002
H (-0.949169, 5.018200, -0.590299)  0.000
H (-2.621833, 5.631326, -2.299986)  0.000
H (-4.550044, 4.147744, -2.734792)  0.000
H (-4.803515, 2.045773, -1.471030)  0.000
H (-3.093334, 1.392023, 0.203066)  0.000
H (-2.649928, 3.504576, 2.820301)  0.000
H (-2.852498, 5.513995, 4.258765)  0.000
H (-0.999359, 7.149420, 4.351948)  0.000
H (1.059267, 6.766950, 3.042024)  0.000
H (1.260227, 4.761390, 1.604032)  0.000

Cartesian forces, eV/Å:
Cr 0.1 -0.5 0.1
O 0.7 0.1 0.5
P -0.3 -0.5 -0.3
C -0.1 0.2 0.6
P 0.2 -0.4 -0.5
O -0.1 0.6 0.0
C 0.1 0.2 -0.2
C 0.0 0.1 0.0
C 0.0 0.0 0.1
C 0.0 0.0 0.0
C -0.1 0.0 -0.1
C 0.0 0.1 0.0
C -0.2 0.2 0.2
C -0.1 0.0 0.0
C 0.0 -0.1 0.0
C 0.0 0.0 0.0
C 0.0 0.1 0.0
C 0.0 -0.2 0.0
C 0.0 0.1 -0.3
C 0.1 0.0 0.0
C 0.0 0.0 -0.1
C 0.0 -0.1 0.0
C 0.0 0.0 0.1
C 0.0 0.0 -0.1
C 0.2 -0.1 0.2
C 0.0 0.0 0.1
C -0.1 0.0 0.0
C 0.0 0.0 0.0
C 0.0 0.0 0.0
C 0.0 0.0 0.0
H 0.0 0.0 0.0
H 0.0 0.0 0.0
H 0.0 0.0 0.0
H 0.0 0.0 0.0
H 0.0 0.0 0.0
H 0.0 0.0 0.0
H 0.0 -0.1 0.0
H 0.0 0.0 0.0
H 0.0 0.0 0.0
H 0.0 0.0 0.0
H 0.0 0.0 0.0
H 0.1 0.1 0.0
H 0.0 -0.1 0.1
H 0.0 0.0 0.0
H 0.0 0.0 0.0
H 0.0 0.0 0.0
H 0.0 0.0 0.0
H 0.0 0.0 -0.1
H 0.0 0.0 0.0
H 0.0 0.0 0.0
H 0.0 0.0 0.0
H 0.0 0.0 0.0
S -0.3 -0.1 -0.3
C -0.1 0.1 0.2
C -0.1 0.0 0.0
C 0.0 0.0 0.0
C 0.0 0.0 0.1
C 0.0 0.0 -0.1
C 0.1 0.1 0.0
S -0.2 -0.3 -0.1
H 0.0 0.0 0.0
H 0.0 0.0 0.0
H 0.0 0.0 0.0
H 0.0 0.0 0.0
N 0.0 0.0 0.1
S -0.5 1.0 -0.3
C 0.1 -0.2 0.2
C 0.0 0.0 0.0
C 0.0 0.0 0.0
C 0.0 -0.1 0.0
C 0.0 0.0 -0.1
C 0.0 0.0 0.1
C 0.1 -0.3 0.1
C 0.0 0.0 0.0
C 0.0 -0.1 0.0
C 0.0 0.0 0.0
C 0.0 0.0 0.0
C 0.1 -0.1 -0.1
H 0.1 0.0 0.0
H 0.0 0.0 0.0
H 0.0 0.0 0.0
H 0.0 0.0 0.0
H 0.0 0.0 0.0
H 0.0 0.0 0.0
H 0.0 0.1 0.0
H 0.0 0.0 0.0
H 0.0 0.0 0.0
H 0.0 0.0 0.0
H 0.0 0.0 0.0

Results
2S+1 ... 4
Net charge ... +1
HOMO level (alpha / beta) ... -8.99 / -9.20 eV
Expectation value of S² ... 3.90
Kohn-Sham gap (alpha / beta) ... 6.17 / 7.05 eV

(2)
A cluster of 2 separate species, C10H16O in total. Source: the OMol25 dataset; level of theory: ωB97M-V with the def2-TZVPD basis set.

Each line ends with the natural charge from an NBO analysis.
Element x y z (Å)
C (0.525537, 1.510387, -2.414425)  -0.401
C (0.414377, 2.909259, -1.798453)  -0.606
C (-0.320056, 0.468339, -1.678791)  -0.616
H (0.281377, 1.544248, -3.465826)  0.197
H (1.561349, 1.151230, -2.409507)  0.191
H (0.255474, 2.846103, -0.728619)  0.202
H (-0.461970, 3.402127, -2.210753)  0.202
H (0.128679, -0.522941, -1.691524)  0.209
H (-0.312072, 0.665455, -0.606846)  0.210
H (1.290053, 3.526178, -1.943339)  0.207
H (-1.327264, 0.330777, -2.067594)  0.203
C (-2.051145, -2.396984, 0.450804)  -0.625
C (-1.098246, -0.649087, 2.039424)  -0.194
C (-0.911952, -1.674547, 1.127169)  -0.044
C (-0.033956, 0.170604, 2.402360)  -0.265
C (0.376356, -1.906327, 0.619938)  -0.186
C (1.230502, -0.090424, 1.917070)  0.293
C (1.451512, -1.150462, 1.041264)  -0.283
O (2.254553, 0.652765, 2.443489)  -0.687
H (-2.059331, -0.542897, 2.522108)  0.212
H (-0.179693, 0.972680, 3.124753)  0.226
H (-1.838051, -3.449774, 0.266073)  0.213
H (-2.175938, -1.997487, -0.555562)  0.219
H (0.496805, -2.840425, 0.081664)  0.211
H (2.450521, -1.349155, 0.675722)  0.212
H (3.037021, 0.733368, 1.865619)  0.484
H (-2.984455, -2.313008, 0.993772)  0.215

Cartesian forces, eV/Å:
C 0.5 -0.3 0.4
C -0.4 -0.4 -0.1
C 0.3 -0.4 0.2
H -0.3 0.0 -0.4
H 0.0 0.2 0.2
H 0.0 -0.1 0.3
H 0.0 0.3 0.0
H 0.2 -0.1 -0.5
H -0.4 0.3 0.0
H 0.2 0.2 -0.3
H -0.2 0.4 0.2
C 0.2 -0.2 0.0
C 0.2 -0.2 0.0
C 0.2 0.0 -0.9
C -0.4 -0.1 0.5
C -0.4 -0.5 1.1
C 0.5 0.0 -0.1
C 0.0 0.2 -0.2
O 0.6 0.5 -0.2
H -0.2 0.3 -0.2
H 0.1 -0.2 -0.2
H 0.1 -0.1 0.3
H -0.2 0.3 0.0
H 0.3 0.3 -0.5
H 0.1 -0.1 0.1
H -0.7 -0.4 0.2
H -0.2 0.0 0.1

Results
Energy above the lowest of the compared OMol25 structures with the same formula, charge and spin ... 1.019 eV
HOMO level ... -8.43 eV
SMILES ... Cc1ccc(O)cc1.CCC
Kohn-Sham gap ... 9.22 eV

(3)
A structure of composition C21H25N7O6RhS. Source: the OMol25 dataset; level of theory: ωB97M-V with the def2-TZVPD basis set.

Each line ends with the natural charge from an NBO analysis.
Element x y z (Å)
Rh (0.206228, 1.322248, 1.093744)  1.404
N (0.551565, 1.696931, 3.212037)  -0.835
C (0.193384, 3.055081, 3.716769)  -0.230
C (1.194000, 4.079538, 3.157036)  -0.429
C (1.140344, 4.493584, 1.669432)  -0.445
C (2.107100, 3.748873, 0.714691)  -0.230
N (2.088795, 2.228321, 0.759348)  -0.862
H (-0.055622, 0.999656, 3.671940)  0.418
H (1.518440, 1.405826, 3.414774)  0.385
H (0.259945, 3.098789, 4.809503)  0.214
H (-0.830563, 3.196042, 3.362597)  0.251
H (2.189525, 3.733818, 3.440691)  0.195
H (1.072485, 5.008401, 3.733691)  0.245
H (1.383652, 5.571802, 1.588064)  0.247
H (0.064301, 4.381729, 1.331204)  0.242
H (3.120859, 4.126436, 0.847012)  0.215
H (1.858767, 3.996550, -0.350264)  0.216
H (2.776614, 1.791375, 1.364915)  0.397
H (2.302211, 1.823279, -0.184764)  0.438
N (-1.360315, -5.772515, -2.426867)  -0.786
C (-1.380227, -4.789668, -1.451597)  0.219
C (-0.955401, -5.180897, -0.167442)  -0.277
C (-0.751503, -4.264013, 0.842366)  -0.086
C (-1.030166, -2.877398, 0.591230)  -0.401
C (-1.670558, -2.503126, -0.605483)  -0.148
C (-1.791380, -3.469263, -1.660364)  -0.284
S (-0.500733, -1.610520, 1.751076)  2.293
O (0.417527, -2.097250, 2.751961)  -0.896
O (-1.658244, -0.925661, 2.195810)  -0.917
N (0.394884, -0.547169, 0.731741)  -0.812
C (1.437627, -1.054583, 0.046979)  0.514
N (1.767380, -2.358863, 0.271904)  -0.446
C (3.011941, -2.702705, 0.020501)  0.115
C (3.870354, -1.926293, -0.800330)  -0.299
C (3.329482, -0.732062, -1.267936)  0.079
N (2.150153, -0.235019, -0.780001)  -0.537
H (-0.751796, -6.551146, -2.205010)  0.390
H (-1.408812, -5.529620, -3.428673)  0.402
H (-0.698393, -6.221797, -0.029708)  0.221
H (-0.306717, -4.523668, 1.785538)  0.234
H (-1.929021, -1.470063, -0.731943)  0.221
H (-2.076869, -3.105391, -2.653357)  0.227
H (3.285399, -3.641520, 0.527830)  0.226
H (4.887003, -2.248893, -1.024693)  0.253
H (3.774870, -0.149368, -2.075940)  0.221
O (-3.616850, 2.475484, 0.879629)  -0.526
C (-2.483477, 2.225763, 0.568643)  0.746
O (-1.403435, 2.552883, 1.308437)  -0.758
C (-2.193470, 1.737801, -0.796675)  -0.135
C (-3.311891, 1.273813, -1.502701)  -0.165
C (-3.199777, 0.627451, -2.706020)  -0.158
C (-1.887267, 0.366591, -3.192063)  0.007
C (-0.755799, 0.823769, -2.511085)  -0.119
C (-0.921450, 1.622517, -1.362278)  -0.243
N (-1.756618, -0.316377, -4.442659)  0.507
O (-0.618683, -0.535615, -4.874209)  -0.362
O (-2.845108, -0.620974, -4.936353)  -0.351
H (-4.259146, 1.372300, -0.966638)  0.268
H (-4.105268, 0.322649, -3.273801)  0.275
H (0.258172, 0.609809, -2.857027)  0.252
H (-0.098446, 2.192325, -0.895213)  0.198

Cartesian forces, eV/Å:
Rh -1.4 1.4 0.0
N 0.0 -1.0 1.2
C 0.6 0.1 -0.7
C -0.1 0.7 0.4
C -1.0 -0.6 -0.4
C -0.3 0.1 -0.9
N 0.7 0.8 -1.5
H 0.3 0.3 -0.2
H -0.5 0.4 0.3
H -0.2 -0.2 -0.2
H 0.2 0.3 0.3
H 0.3 0.0 -0.1
H -0.1 -0.3 0.0
H -0.1 -0.6 0.0
H 1.2 0.1 0.2
H 0.1 -0.3 0.2
H 0.0 -0.1 0.9
H 0.1 0.4 0.3
H -0.1 0.5 0.9
N 0.0 0.4 -0.6
C 0.0 -0.1 -0.2
C 0.1 0.4 0.4
C 0.0 1.6 -0.8
C -0.3 -1.0 -0.1
C 1.2 -1.7 -0.1
C 0.2 1.4 0.8
S 0.3 -3.0 -0.4
O -0.5 0.4 -0.7
O -0.5 1.7 0.0
N -1.1 -1.2 0.6
C 2.8 -1.4 -1.7
N -0.1 1.5 0.7
C 0.2 -0.1 -0.3
C -0.4 0.0 0.5
C -1.1 -0.2 0.4
N 0.1 -0.9 0.3
H -0.3 0.1 -0.3
H 0.0 -0.1 1.2
H 0.0 -0.1 0.2
H 0.1 -0.2 0.2
H -0.2 0.4 -0.4
H -0.2 -0.3 0.4
H 0.2 0.3 -0.8
H -0.4 0.1 -0.1
H 0.1 0.0 0.4
O 0.2 -0.2 0.7
C 0.3 1.9 0.2
O -0.5 -0.8 -0.2
C -0.1 -0.9 -1.1
C -0.1 -0.2 0.9
C 0.4 -0.3 -0.9
C -0.4 1.3 1.8
C 0.2 0.5 0.0
C -0.7 -0.5 0.1
N -0.1 -0.8 -0.8
O -1.8 0.1 0.2
O 1.9 -0.2 -0.5
H 0.2 0.1 -0.5
H 1.0 0.1 0.5
H -0.5 0.1 -0.2
H -0.1 -0.3 -0.6

Results
2S+1 ... 5
Net charge ... +1
Energy above the lowest of the compared OMol25 structures with the same formula, charge and spin ... 0.000 eV
HOMO level (alpha / beta) ... -10.81 / -10.82 eV
Expectation value of S² ... 6.02
Kohn-Sham gap (alpha / beta) ... 7.24 / 4.44 eV

(4)
An isolated molecule of C5H8O3. Source: the OMol25 dataset; level of theory: ωB97M-V with the def2-TZVPD basis set.

Each line ends with the natural charge from an NBO analysis.
Element x y z (Å)
C (-1.036468, -1.312201, -0.159606)  0.142
C (-0.451007, -0.137713, -0.882343)  0.007
C (1.199536, 1.382209, -0.497190)  -0.080
C (0.432715, 0.975864, 0.822369)  -0.453
C (0.168658, -0.463135, 0.476030)  0.171
H (-2.991858, -1.183898, -0.535210)  0.480
H (-0.734938, -2.287772, -0.295432)  0.191
H (-1.209408, 0.582450, -0.614836)  0.148
H (0.896175, 2.286880, -0.943806)  0.183
H (2.284054, 1.246453, -0.513354)  0.198
H (-0.506016, 1.492240, 0.878029)  0.222
H (1.097541, 1.129176, 1.740804)  0.217
H (1.223782, -1.782194, 1.219396)  0.478
O (-2.320969, -1.125996, 0.263821)  -0.693
O (0.644351, 0.418693, -1.443613)  -0.511
O (1.303852, -1.221056, 0.484938)  -0.700

Cartesian forces, eV/Å:
C 1.4 2.0 0.9
C 0.2 0.1 1.5
C -0.9 -1.9 0.0
C 1.9 0.2 1.6
C -3.7 -0.3 1.5
H 2.1 0.1 2.2
H 0.7 -2.1 -0.4
H -0.4 0.6 -0.6
H 0.0 1.6 0.2
H -0.2 0.1 0.3
H -0.1 0.5 0.5
H -1.0 -0.1 -1.1
H 0.0 -1.3 1.5
O -2.7 -0.1 -2.1
O 1.7 -0.1 -3.8
O 1.2 0.5 -2.1

Results
Energy above the lowest of the compared OMol25 structures with the same formula, charge and spin ... 5.787 eV
HOMO level ... -8.14 eV
SMILES ... O[C@H]1[C@@H]2OCC[C@@]12O
Kohn-Sham gap ... 8.83 eV